# 1
80
Properties=species:S:1:pos:R:3:forces:R:3 method="wB97M-V/def2-TZVPD" e_homo_ev=-10.48 mol_weight_g_mol=848.4 relative_energy_kj_mol=562.2 smiles="O=C1OC[C@@H](F)O1.O=C1OC[C@@H](F)O1.O=C1OC[C@@H](F)O1.O=C1OC[C@@H](F)O1.O=C1OC[C@@H](F)O1.O=C1OC[C@@H](F)O1.O=C1OC[C@@H](F)O1.O=C1OC[C@@H](F)O1" multiplicity=1 charge=0 lumo_ha=-0.0110
O -0.46511 -3.51250 -4.60421 -0.703 3.515 -1.573
C -0.70518 -2.37170 -5.01057 1.126 -2.920 0.544
O -0.20416 -1.77191 -6.11945 0.420 -1.275 0.162
C -0.68292 -0.43829 -6.21244 0.276 -0.619 0.074
C -1.20917 -0.19678 -4.81051 0.163 0.370 -1.902
F -2.35971 0.47220 -5.04877 -0.841 0.578 1.179
O -1.49524 -1.49545 -4.36457 0.005 0.549 1.193
H 0.12519 0.19364 -6.58084 -0.209 0.025 0.177
H -1.57552 -0.40742 -6.83728 0.285 0.031 -0.390
H -0.53352 0.39243 -4.19048 -0.395 -0.246 0.570
O 7.72201 4.87905 -1.23211 -2.872 0.178 3.352
C 6.81782 4.85739 -0.36358 4.213 0.722 -2.914
O 5.69266 4.26620 -0.53261 -2.809 -2.331 -2.473
C 4.94528 4.03806 0.66761 1.378 1.839 0.192
C 5.45598 5.35175 1.34392 -0.447 -1.595 0.994
F 5.38437 5.25458 2.70691 0.942 0.120 -0.664
O 6.82649 5.45177 0.83090 -0.773 0.718 1.523
H 3.86378 4.02802 0.53211 0.325 -0.030 -0.368
H 5.33399 3.09412 1.04968 -0.266 0.229 0.677
H 4.85339 6.22063 1.07926 0.322 0.099 -0.279
O -4.65155 -2.38037 -1.11138 1.331 0.420 -0.493
C -4.44587 -1.28593 -0.68822 -1.316 -0.407 0.889
O -5.35552 -0.73939 0.12972 -1.637 1.131 1.699
C -4.95880 0.55523 0.61876 -0.577 0.439 -1.485
C -3.83436 0.86930 -0.31053 1.937 -1.219 -0.194
F -2.77045 1.30061 0.39555 0.578 0.699 0.227
O -3.44851 -0.41480 -0.80133 1.089 -0.446 -1.342
H -5.67162 1.34874 0.39444 -0.825 -0.567 0.511
H -4.64731 0.59598 1.66251 -0.050 -0.388 -0.103
H -3.94345 1.48523 -1.20319 -0.449 0.349 0.353
O -0.06979 -3.73869 2.00081 -6.441 -1.064 1.231
C -1.35243 -3.86234 2.10486 7.056 1.399 -1.002
O -2.14528 -3.24457 1.24561 -0.713 -1.863 -0.348
C -3.49912 -3.57746 1.67517 -0.189 4.020 -1.102
C -3.40365 -4.42684 2.82799 -1.199 -0.938 1.055
F -3.99535 -5.60820 2.49427 0.765 -1.510 -0.054
O -2.05095 -4.45398 3.10517 1.018 -0.847 0.430
H -3.68466 -2.57634 2.06431 -1.593 0.052 -0.283
H -4.20745 -3.94346 0.93192 0.530 0.324 -0.288
H -4.02641 -4.15127 3.67907 0.653 0.547 0.334
O 2.42895 1.73110 0.53173 -2.135 -1.235 -1.899
C 1.58073 1.00690 0.03725 1.506 -0.326 2.055
O 0.49503 0.52473 0.76861 1.534 1.714 0.278
C 0.13820 -0.61779 0.09546 -2.189 -3.031 -1.067
C 0.29418 -0.19674 -1.33559 2.507 -3.663 0.953
F -0.55902 0.68280 -1.72375 -2.147 2.867 -1.026
O 1.59930 0.32609 -1.15928 0.725 2.747 -0.038
H 0.79012 -1.47633 0.25673 0.504 0.181 0.161
H -0.83689 -1.04788 0.32421 -0.338 0.856 0.288
H 0.37834 -0.96782 -2.10138 0.049 -0.296 0.332
O 1.96097 -3.29528 -1.37294 1.913 -0.022 -4.727
C 2.49737 -3.54979 -2.48754 -2.414 -2.562 8.028
O 2.95067 -4.83889 -2.72056 -1.332 1.813 2.234
C 3.09177 -4.88789 -4.07980 1.026 -1.711 -0.689
C 3.48615 -3.47427 -4.38643 0.650 -2.485 -2.525
F 3.05689 -3.29285 -5.67180 0.267 1.293 0.183
O 2.77059 -2.76623 -3.46055 -0.310 2.823 -1.064
H 3.84828 -5.66068 -4.21616 0.032 0.246 -0.857
H 2.14109 -5.15914 -4.53886 0.037 0.130 -0.384
H 4.56197 -3.32812 -4.28972 -0.059 0.639 -0.231
O 2.51290 5.95411 3.14090 -0.718 -0.534 -0.341
C 1.70060 5.22278 2.65921 -0.197 0.405 4.046
O 0.69285 4.57946 3.39849 0.753 0.738 0.084
C 0.00543 3.65685 2.59635 1.661 0.045 -3.620
C 0.42629 4.27125 1.11288 -2.270 -0.826 3.039
F -0.50803 5.25493 0.85760 0.455 0.014 -0.583
O 1.65323 4.87837 1.41747 -0.656 -0.984 -3.509
H 0.47724 2.67477 2.56475 0.144 -0.147 0.673
H -1.06425 3.50921 2.74500 0.153 0.789 0.232
H 0.40935 3.53418 0.31005 0.633 0.458 -0.032
O -2.35341 2.26624 5.41887 -0.435 -0.206 0.039
C -2.11660 1.15012 5.13083 1.232 -2.712 1.282
O -1.38580 0.68571 4.13706 1.330 0.918 -3.353
C -1.70218 -0.68299 3.86432 -1.104 0.750 -2.317
C -1.87449 -1.18834 5.19384 -1.246 0.540 1.326
F -0.66799 -1.50815 5.61634 2.074 -0.658 1.546
O -2.33974 -0.03050 5.86761 -1.714 0.428 1.559
H -2.65469 -0.65968 3.33490 -0.152 -0.185 -0.256
H -1.00142 -1.28134 3.28208 0.522 0.773 0.047
H -2.51199 -2.05614 5.36301 -0.398 0.330 0.027

---

# 2
67
Properties=species:S:1:pos:R:3:forces:R:3 method="wB97M-V/def2-TZVPD" e_homo_ev=-16.51 mol_weight_g_mol=739.2 relative_energy_kj_mol=0.0 multiplicity=1 charge=+3 lumo_ha=-0.3156
Tl 9.22605 9.15128 2.84460 0.092 -0.072 -0.012
C 7.60587 11.02811 8.33301 -0.395 -2.138 0.242
C 8.02589 12.12114 7.44729 1.499 1.210 -1.302
Ge 9.85835 12.88210 7.84793 -0.780 0.452 -2.079
C 10.89345 12.14958 9.21547 1.565 -0.995 1.384
C 12.40805 12.59428 9.31370 -0.633 -2.849 -1.386
C 10.14743 14.77963 7.87040 0.980 1.346 0.049
C 9.20328 15.63743 8.28262 1.223 -0.172 -0.048
Ge 7.34332 15.49991 8.63536 -0.349 -0.113 0.192
C 6.09863 16.34106 7.41022 0.263 0.271 1.437
C 4.69184 15.77263 7.41226 1.025 -1.113 -0.036
C 6.65746 14.53409 10.11576 -0.866 -1.955 0.490
C 5.70782 15.44002 10.89238 -1.396 -0.347 1.677
C 9.29139 17.06943 8.66653 1.403 0.712 -0.839
C 8.60311 17.45606 9.80110 -1.689 -0.474 0.661
C 8.34167 18.77010 10.13444 0.625 1.216 0.677
C 8.93889 19.73919 9.35621 -0.756 0.779 -1.065
C 9.60446 19.43310 8.16562 0.786 -1.644 0.584
C 9.88905 18.09107 7.89463 -0.608 -0.078 -0.380
H 7.50412 11.26775 9.35921 0.066 0.547 1.150
H 8.27580 10.12966 8.31159 -0.503 0.694 -0.201
H 6.60646 10.70836 8.03235 0.060 -0.300 -0.030
H 7.32810 12.96826 7.46093 -0.063 -0.175 -0.096
H 8.04422 11.72527 6.40081 0.136 0.682 0.634
H 10.70908 11.06311 9.32483 0.447 0.376 -0.062
H 10.44833 12.53555 10.10498 -0.730 0.313 0.841
H 12.81188 12.56937 8.30770 0.342 0.690 -0.220
H 13.03585 11.84371 9.80819 -0.505 -0.038 0.233
H 12.56806 13.48355 9.83544 -0.010 1.627 0.430
H 11.23403 15.16364 7.71758 -1.849 -0.621 0.438
H 6.62546 16.20880 6.48071 -0.044 0.726 -0.638
H 6.05014 17.36553 7.82306 0.432 -0.059 -0.814
H 4.78133 14.75460 7.01302 -0.555 0.037 0.167
H 4.12619 16.35232 6.70465 -0.672 0.194 0.111
H 4.30575 15.73586 8.43726 -0.418 0.127 -0.620
H 7.28142 13.94032 10.78643 0.804 0.670 -0.071
H 6.07333 13.62239 9.70722 0.295 1.642 0.056
H 5.04092 14.76050 11.49247 0.382 0.859 -0.594
H 5.09926 16.02271 10.22801 -0.636 0.076 -0.392
H 6.02299 16.22144 11.62826 0.824 -0.943 -0.619
H 8.18323 16.74879 10.50071 0.097 -0.690 0.254
H 7.79230 19.09996 11.04200 0.412 -0.648 -0.740
H 8.76301 20.77948 9.55052 -0.034 0.326 0.330
H 9.98723 20.16174 7.47236 0.022 0.411 0.194
H 10.50317 17.83661 7.03372 -0.270 -0.024 0.014
N 10.83248 10.26266 6.57779 -0.328 -1.368 -1.366
C 11.28035 11.30016 5.84392 1.586 -0.719 -1.594
C 12.23181 11.01476 4.81719 0.194 0.960 0.643
C 12.84280 12.10794 4.23910 -0.857 -0.987 0.071
C 12.33251 13.39306 4.43777 -0.455 0.259 0.076
C 11.37775 13.60580 5.39181 -0.363 -0.315 -0.791
N 10.90362 12.54471 6.13652 -0.300 0.475 0.506
C 10.81890 8.85410 6.37884 0.533 1.373 -0.486
C 11.09133 8.07276 7.47063 -0.469 -1.234 -0.650
C 10.77348 6.70569 7.41817 0.887 0.329 1.770
C 10.32946 6.16838 6.23902 0.274 -0.296 0.273
C 10.34552 7.07183 5.18514 -1.366 -1.933 -1.821
N 10.48997 8.38267 5.18451 0.087 0.153 0.695
H 10.62676 10.38786 7.49602 -0.721 1.162 3.024
H 12.58425 9.99026 4.67966 -0.161 0.417 0.001
H 13.65511 11.96458 3.57009 0.564 -0.102 -0.539
H 12.61602 14.15744 3.73699 0.226 0.449 0.256
H 10.85262 14.57680 5.45378 0.500 -0.770 0.435
H 11.60306 8.50602 8.28047 0.233 0.386 1.195
H 10.96133 6.09571 8.33071 -0.293 0.427 -0.879
H 10.07983 5.08351 6.20307 0.207 1.149 -0.543
H 10.09982 6.68186 4.20759 0.006 -0.354 -0.278

---

# 3
15
Properties=species:S:1:pos:R:3:forces:R:3 method="wB97M-V/def2-TZVPD" e_homo_ev=-12.34 mol_weight_g_mol=105.2 relative_energy_kj_mol=335.0 multiplicity=1 charge=+1 lumo_ha=-0.1556
C -0.33222 0.88633 -3.69505 1.135 -0.593 3.082
C 0.01642 -0.07129 1.50500 3.346 -3.670 0.168
C 0.56695 -1.50910 1.46712 -1.371 2.291 -0.948
N -0.85850 0.42604 -1.05845 0.231 -0.180 -0.366
N 0.84695 0.80536 1.87888 -3.330 0.694 -0.748
S 0.25540 0.77942 -2.13772 -1.830 0.038 -1.432
H 0.24635 1.01330 -4.58957 0.247 0.179 0.015
H -1.33929 0.57231 -3.64318 -1.153 -0.022 -0.880
H -0.97641 0.14895 1.47050 -2.539 0.670 -0.432
H 1.06913 -1.60605 2.42558 -0.340 -0.892 0.090
H 1.27893 -1.60212 0.65688 0.257 0.037 -0.149
H -0.31170 -2.06293 1.18558 0.133 -1.174 0.620
H -1.84007 0.16601 -1.34596 1.516 0.493 -0.153
H 1.75532 0.55352 2.03858 2.943 0.053 0.560
H 0.37684 1.65778 2.01128 0.755 2.076 0.572

---

# 4
21
Properties=species:S:1:pos:R:3:forces:R:3 method="wB97M-V/def2-TZVPD" e_homo_ev=-10.46 mol_weight_g_mol=126.1 relative_energy_kj_mol=287.6 smiles=O.O.O.O.O.O.O multiplicity=1 charge=0 lumo_ha=0.0109
O -0.96272 1.45772 0.18126 1.046 -0.043 0.279
H -0.14366 1.29164 -0.29889 -0.096 0.195 0.260
H -1.19851 2.35998 -0.06230 0.397 -0.179 -0.085
O 0.02682 -1.32430 2.12585 0.246 -0.047 0.770
H -0.38924 -1.75909 1.37296 0.183 0.099 -0.250
H 0.31873 -2.05276 2.68543 0.108 0.220 0.016
O 2.03337 2.61605 0.64406 -0.111 0.278 -0.215
H 2.81091 3.14795 0.44034 -0.048 -0.060 0.062
H 2.12931 1.83674 0.08508 0.369 0.172 0.404
O -3.11824 1.48690 -0.70288 -1.234 0.075 -0.477
H -3.08970 2.18030 -0.03402 -0.170 -0.274 0.046
H -4.02776 1.50553 -1.02134 -0.080 0.077 -0.034
O 1.14282 -2.16637 -1.23064 0.091 -0.051 -0.338
H 0.29673 -1.74056 -1.40899 0.096 -0.294 0.082
H 0.90272 -3.05642 -0.94931 -0.072 0.208 0.005
O 2.91040 -0.05211 -0.58409 0.128 0.654 -0.030
H 3.29614 0.47599 -1.29211 0.084 -0.152 -0.077
H 2.00556 0.27277 -0.51550 -0.048 -0.779 -0.062
O -1.29186 -2.25923 0.04837 -0.654 -0.313 -0.216
H -1.87819 -2.78521 0.60383 -0.127 -0.075 -0.128
H -1.77364 -1.43550 -0.08711 -0.108 0.289 -0.012